No. 1
The following is a DFT calculation (ωB97M-V/def2-TZVPD) of C5H9NO in the gas phase.

Summary:
- Structure (SMILES): CC1(C)[C@@H]2O[C@]21N
- HOMO-LUMO gap (alpha / beta): 8.6 / 8.6 eV
- LUMO level (alpha / beta): 0.001 / 0.001 Ha
- Energy relative to the best compared isomer or geometry (same formula, charge and spin): 557.3 kJ/mol
- HOMO energy (alpha / beta): -8.536 / -8.536 eV
- Charge: 0

Each line ends with the natural charge from an NBO analysis.
Element x y z (Å)
C  0.1772  0.7792  1.2690  -0.626
C  -0.1940  0.0945  -0.0294  -0.104
C  -1.5160  0.5939  -0.6034  -0.613
C  0.8818  -0.0292  -1.2137  -0.111
O  0.4030  -1.3673  -1.5027  -0.466
C  0.1130  -1.3681  -0.1752  0.506
N  1.1918  -1.8282  0.4569  -0.766
H  1.2108  0.5691  1.5580  0.221
H  0.0797  1.8641  1.1582  0.224
H  -0.4919  0.4695  2.0805  0.218
H  -2.3189  0.4743  0.1324  0.219
H  -1.4441  1.6583  -0.8511  0.215
H  -1.7874  0.0380  -1.5049  0.230
H  0.7009  0.6204  -2.0868  0.170
H  1.8374  -0.9258  -0.1462  0.322
H  1.1568  -1.6425  1.4582  0.363



No. 2
The following is a DFT calculation (ωB97M-V/def2-TZVPD) of a molecular structure, C5H9NO at a distorted geometry.

Summary:
- HOMO-LUMO gap (alpha / beta): 8.5 / 8.5 eV
- LUMO level (alpha / beta): -0.007 / -0.007 Ha
- Energy relative to the best compared isomer or geometry (same formula, charge and spin): 459.1 kJ/mol
- HOMO energy (alpha / beta): -8.646 / -8.648 eV
- Charge: 0

Each line ends with the natural charge from an NBO analysis.
Element x y z (Å)
C  0.5911  0.4104  -1.4366  -0.487
C  -0.3395  0.2544  2.3457  -0.710
C  0.5918  -1.0034  -1.8101  -0.349
C  0.4219  -0.0424  1.0871  0.594
C  -0.4290  0.0980  -0.2067  0.009
N  -1.6557  0.5619  -0.2000  -0.722
O  1.5598  -0.4329  1.0686  -0.531
H  -1.7522  1.3939  -0.7807  0.336
H  0.0957  1.0708  -2.1429  0.219
H  1.5471  0.7874  -1.0855  0.234
H  0.2830  0.0770  3.2193  0.231
H  -0.6682  1.2951  2.3158  0.247
H  -1.2460  -0.3519  2.3701  0.255
H  -0.1784  -1.3418  -2.4927  0.220
H  1.5065  -1.5697  -1.7007  0.230
H  -0.3279  -1.2069  -0.5507  0.223



Q: Which of these has the lowest energy relative to the best compared isomer or geometry (same formula, charge and spin)?
A: number 2



Q: The lowest energy relative to the best compared isomer or geometry (same formula, charge and spin) belongs to which entry?
A: number 2



Q: Among the records above, which one has the highest energy relative to the best compared isomer or geometry (same formula, charge and spin)?
A: number 1



Q: energy relative to the best compared isomer or geometry (same formula, charge and spin) of number 1 (C5H9NO)?
A: 557.3 kJ/mol